--- one ---
Below is C6H10O3 in the gas phase, with properties calculated with wB97M-V/def2-TZVPD.

Calculated values
* SMILES: C[C@H]1C[C@@H]1C(=O)C(O)O
* gap between HOMO and LUMO: 10.72 eV
* multiplicity: 1

Last column: natural (NBO) charge in e.
Positions of all 19 atoms, in Å:
1 C -1.84 -1.99 -0.75  -0.6003
2 C -0.72 -1.03 -1.01  -0.2041
3 C -1.01 0.40 -1.32  -0.3757
4 C -0.38 0.03 0.02  -0.3617
5 C 1.03 0.43 0.18  0.5640
6 O 1.96 0.01 -0.47  -0.5692
7 C 1.31 1.50 1.27  0.2820
8 O 1.16 0.91 2.54  -0.7123
9 O 2.57 2.02 1.06  -0.7099
10 H -2.69 -1.49 -0.29  0.2048
11 H -2.17 -2.44 -1.68  0.2156
12 H -1.51 -2.79 -0.08  0.2149
13 H 0.14 -1.46 -1.50  0.2364
14 H -0.39 0.92 -2.04  0.2248
15 H -2.03 0.74 -1.29  0.2186
16 H -0.99 0.15 0.90  0.2436
17 H 0.56 2.30 1.22  0.1599
18 H 1.95 0.41 2.74  0.4771
19 H 3.05 1.40 0.49  0.4917

***

--- two ---
Below is a molecular structure, C6H10O3, with properties calculated with wB97M-V/def2-TZVPD.

Calculated values
* gap between HOMO and LUMO: 10.63 eV
* multiplicity: 1

Last column: natural (NBO) charge in e.
Positions of all 19 atoms, in Å:
1 C -0.04 -1.75 0.71  -0.0605
2 C -0.44 -0.50 1.55  -0.4482
3 C -0.38 0.48 0.44  0.0588
4 C -0.88 1.99 0.13  -0.0750
5 C 0.95 0.85 -1.05  0.3375
6 C 0.72 -0.67 -1.40  -0.1525
7 H -1.03 -2.39 0.42  0.1650
8 H 0.67 -2.41 1.39  0.2076
9 H -1.42 -0.76 1.82  0.2172
10 H 0.23 -0.18 2.36  0.2286
11 H -0.69 -0.06 -0.34  0.1746
12 H -1.93 2.16 -0.17  0.1907
13 H -0.71 2.82 1.05  0.1746
14 H 1.84 1.23 -1.59  0.1908
15 H 1.49 -0.76 -2.11  0.2024
16 H -0.16 -1.03 -2.07  0.1813
17 O -0.05 2.03 -1.04  -0.5595
18 O 0.78 -1.69 -0.43  -0.5285
19 O 1.05 0.66 0.33  -0.5050

***

Computed stability ranking, most favorable first: one, two

***

--- one ---
Below is a molecular structure, C6H10O3, with properties calculated with wB97M-V/def2-TZVPD.

Calculated values
* gap between HOMO and LUMO: 8.38 eV
* multiplicity: 1

Last column: natural (NBO) charge in e.
Positions of all 19 atoms, in Å:
1 C 1.32 0.59 -2.05  -0.7513
2 C -0.03 0.31 -1.46  0.6376
3 C -0.18 1.22 0.39  0.2916
4 O -1.08 0.22 -2.00  -0.5091
5 O 0.72 2.03 0.37  -0.6183
6 H -1.26 1.42 0.28  0.1681
7 H 2.07 0.74 -1.27  0.2747
8 H 1.59 -0.26 -2.68  0.2531
9 H 1.24 1.49 -2.66  0.2557
10 C -0.90 -1.67 0.24  -0.7302
11 C -0.38 0.36 2.12  -0.6559
12 C 0.26 -0.71 0.30  0.5659
13 O 1.43 -1.01 0.35  -0.5829
14 H -1.85 -1.20 0.02  0.2404
15 H -0.99 -2.17 1.21  0.2412
16 H -0.68 -2.42 -0.52  0.2511
17 H -0.18 1.33 2.57  0.2388
18 H -1.43 0.09 2.23  0.2014
19 H 0.31 -0.37 2.55  0.2280

***

--- two ---
Below is a molecular structure, C6H10O3, with properties calculated with wB97M-V/def2-TZVPD.

Calculated values
* gap between HOMO and LUMO: 8.07 eV
* multiplicity: 1

Last column: natural (NBO) charge in e.
Positions of all 19 atoms, in Å:
1 C 0.43 0.22 0.18  -0.2204
2 C 0.25 -0.44 -1.16  0.3886
3 C 0.25 1.73 0.11  -0.6127
4 C 1.74 -0.16 0.88  -0.6061
5 C -0.80 -0.48 0.75  0.2040
6 C -1.99 -0.34 -0.84  0.3377
7 O 0.32 -1.72 -1.24  -0.6173
8 O -0.73 -1.77 0.90  -0.7017
9 O -2.64 0.60 -1.15  -0.5182
10 H -0.11 -2.06 -0.16  0.4892
11 H 0.20 0.15 -2.08  0.1982
12 H -1.49 0.09 1.38  0.2105
13 H -2.26 -1.41 -1.04  0.1134
14 H 1.85 -1.24 0.96  0.2300
15 H 1.08 2.19 -0.45  0.2156
16 H 0.24 2.16 1.11  0.2221
17 H -0.68 2.01 -0.39  0.2354
18 H 1.76 0.25 1.89  0.2190
19 H 2.59 0.23 0.33  0.2126

***

Computed stability ranking, most favorable first: two, one

***

--- one ---
Below is 2 unconnected molecules or ions with the total composition H4S2, with properties calculated with wB97M-V/def2-TZVPD.

Calculated values
* SMILES: S.S
* gap between HOMO and LUMO: 10.35 eV
* multiplicity: 1

Last column: natural (NBO) charge in e.
Positions of all 6 atoms, in Å:
1 S 9.04 2.34 -9.12  -0.2889
2 H 9.92 1.87 -10.02  0.1437
3 H 8.78 1.10 -8.65  0.1455
4 S 8.56 -1.19 -10.27  -0.2974
5 H 9.35 -2.05 -9.60  0.1459
6 H 7.86 -2.20 -10.82  0.1512

***

--- two ---
Below is a molecular structure, H4S2, with properties calculated with wB97M-V/def2-TZVPD.

Calculated values
* gap between HOMO and LUMO: 9.95 eV
* multiplicity: 1

Last column: natural (NBO) charge in e.
Positions of all 6 atoms, in Å:
1 S -1.31 -0.68 1.01  -0.2627
2 H -1.98 -0.96 -0.13  0.1290
3 H -0.21 -0.31 0.33  0.0644
4 S 1.01 0.66 0.20  -0.2028
5 H 0.33 0.38 -0.93  0.1460
6 H 2.15 0.91 -0.48  0.1261

***

Computed stability ranking, most favorable first: one, two

***

--- one ---
Below is C3H3NO2 in the gas phase, with properties calculated with wB97M-V/def2-TZVPD.

Calculated values
* SMILES: COC(=O)C#N
* gap between HOMO and LUMO: 12.11 eV
* multiplicity: 1

Last column: natural (NBO) charge in e.
Positions of all 9 atoms, in Å:
1 C -1.27 -1.28 1.22  -0.2693
2 O -0.23 -0.29 0.95  -0.4718
3 C -0.06 0.01 -0.33  0.7152
4 O -0.66 -0.45 -1.26  -0.5216
5 C 1.06 0.98 -0.47  0.1664
6 N 1.90 1.75 -0.58  -0.2376
7 H -2.25 -0.96 0.81  0.2072
8 H -0.98 -2.25 0.80  0.2035
9 H -1.31 -1.34 2.31  0.2081

***

--- two ---
Below is C3H3NO2 in the gas phase, with properties calculated with wB97M-V/def2-TZVPD.

Calculated values
* SMILES: O=C1COC=N1
* gap between HOMO and LUMO: 10.60 eV
* multiplicity: 1

Last column: natural (NBO) charge in e.
Positions of all 9 atoms, in Å:
1 O 1.97 -0.66 -0.26  -0.5689
2 C 0.78 -0.42 -0.36  0.6088
3 C 0.35 0.88 0.19  -0.2822
4 O -1.05 0.62 0.50  -0.4481
5 C -1.28 -0.61 0.01  0.4477
6 N -0.31 -1.27 -0.52  -0.5181
7 H 1.42 0.66 0.72  0.3284
8 H 0.41 1.79 -0.39  0.2297
9 H -2.30 -0.99 0.11  0.2027

***

--- three ---
Below is a molecular structure, C3H3NO2, with properties calculated with wB97M-V/def2-TZVPD.

Calculated values
* gap between HOMO and LUMO: 10.58 eV
* multiplicity: 1

Last column: natural (NBO) charge in e.
Positions of all 9 atoms, in Å:
1 O -0.40 0.89 1.29  -0.5729
2 C -0.64 1.00 0.09  0.6489
3 O 0.32 0.64 -0.83  -0.4999
4 C 0.94 -0.52 -0.22  -0.1491
5 C -0.29 -0.94 0.52  0.2869
6 N -1.40 -1.04 0.16  -0.3528
7 H -1.50 1.52 -0.34  0.1828
8 H 1.09 -1.31 -0.95  0.2288
9 H 1.87 -0.25 0.29  0.2273

***

Computed stability ranking, most favorable first: one, two, three

***

--- one ---
Below is C3H3NO2 in the gas phase, with properties calculated with wB97M-V/def2-TZVPD.

Calculated values
* SMILES: Oc1cocn1
* gap between HOMO and LUMO: 9.83 eV
* multiplicity: 1

Last column: natural (NBO) charge in e.
Positions of all 9 atoms, in Å:
1 O -1.89 0.45 -0.56  -0.6529
2 C -0.63 0.19 -0.15  0.3754
3 C -0.31 -0.44 0.99  -0.0666
4 O 1.08 -0.51 1.00  -0.3963
5 C 1.45 0.06 -0.14  0.3487
6 N 0.49 0.49 -0.89  -0.5094
7 H -1.83 0.80 -1.45  0.4922
8 H -0.88 -1.14 1.56  0.2147
9 H 2.51 0.11 -0.35  0.1942

***

--- two ---
Below is C3H3NO2 in the gas phase, with properties calculated with wB97M-V/def2-TZVPD.

Calculated values
* SMILES: O=[N+]([O-])C1=CC1
* gap between HOMO and LUMO: 9.21 eV
* multiplicity: 1

Last column: natural (NBO) charge in e.
Positions of all 9 atoms, in Å:
1 O -2.00 -1.20 0.20  -0.3540
2 N -1.63 -0.06 -0.02  0.4873
3 O -2.34 0.90 -0.20  -0.3479
4 C -0.25 0.14 -0.04  0.0708
5 C 0.89 0.87 0.35  -0.0889
6 C 1.10 -0.49 -0.25  -0.3934
7 H 1.31 1.71 0.84  0.2392
8 H 1.48 -0.57 -1.26  0.1941
9 H 1.43 -1.31 0.39  0.1928

***

Computed stability ranking, most favorable first: one, two

***

--- one ---
Below is C2H5NO in the gas phase, with properties calculated with wB97M-V/def2-TZVPD.

Calculated values
* SMILES: CNC=O
* gap between HOMO and LUMO: 10.81 eV
* multiplicity: 1

Last column: natural (NBO) charge in e.
Positions of all 9 atoms, in Å:
1 C -0.95 0.11 0.47  -0.4156
2 N 0.26 0.65 -0.16  -0.6315
3 C 1.22 -0.32 -0.32  0.5322
4 O 1.55 -1.10 0.54  -0.5715
5 H -0.92 0.20 1.55  0.2093
6 H -1.83 0.62 0.06  0.2016
7 H -1.01 -0.95 0.21  0.1950
8 H 0.10 1.20 -0.99  0.3779
9 H 1.58 -0.41 -1.36  0.1026

***

--- two ---
Below is 2 unconnected molecules or ions with the total composition C2H5NO, with properties calculated with wB97M-V/def2-TZVPD.

Calculated values
* gap between HOMO and LUMO (spin up / spin down): 8.15 / 9.29 eV
* multiplicity: 1

Last column: natural (NBO) charge in e.
Positions of all 9 atoms, in Å:
1 C 0.09 -0.02 1.67  0.0008
2 C -0.08 0.57 -0.63  0.0500
3 N 0.32 0.72 0.69  -0.3815
4 O -0.99 -0.95 -2.09  -0.8772
5 H 0.36 0.31 2.66  0.1831
6 H -0.39 -1.00 1.58  0.1813
7 H 0.71 0.73 -1.34  0.1986
8 H -1.02 1.05 -0.85  0.2211
9 H -0.16 -1.27 -2.45  0.4238

***

Computed stability ranking, most favorable first: one, two